Record 1
The following is a DFT calculation (the ωB97M-V functional and the def2-TZVPD basis) of a structure of composition C27H52P2SiTm at a distorted geometry.

The geometry in XYZ format:
```
83
Properties=species:S:1:pos:R:3:forces:R:3
Tm -1.091673 -1.204773 1.094270 7.534 -1.924 2.211
C -2.413996 0.474400 0.227111 -2.210 -0.380 -0.669
C -2.452655 -0.668802 -0.668768 -1.755 0.762 -0.067
C -3.326598 -1.344025 1.372389 -1.579 0.594 -0.863
C -2.976573 0.041079 1.491686 -1.521 0.495 -1.565
C -2.986266 -1.790300 0.046271 -1.798 0.820 -0.593
C -2.347217 1.896523 -0.244407 -0.122 -1.559 -1.452
H -1.619189 2.057828 -1.057859 -0.035 -0.027 0.534
H -2.136354 2.653745 0.591384 -0.064 -0.675 -0.347
H -3.320015 2.172201 -0.686104 0.102 0.044 0.355
C -3.497058 0.963809 2.546922 0.146 0.072 0.519
H -3.837648 1.923554 2.129176 0.233 -0.302 0.020
H -2.737840 1.175149 3.308643 -0.224 0.176 0.086
H -4.361659 0.509057 3.046525 0.235 0.108 -0.037
C -4.130184 -2.091732 2.386183 0.293 0.060 0.578
H -5.188414 -1.809959 2.376032 0.102 0.024 -0.194
H -3.765942 -1.838117 3.391902 -0.160 -0.347 -0.077
H -4.078310 -3.168660 2.233957 0.010 -0.030 0.136
C -3.336490 -3.120790 -0.557832 0.181 -0.207 0.129
H -4.317340 -3.109805 -1.041669 0.025 0.159 0.030
H -3.394536 -3.880037 0.225888 0.056 -0.111 -0.157
H -2.617696 -3.450297 -1.317954 -0.062 0.052 0.187
C -2.370200 -0.597940 -2.166083 0.265 -0.335 -0.237
H -3.191731 -1.179415 -2.600851 0.144 0.048 0.079
H -1.435868 -0.999268 -2.584979 -0.165 0.071 0.033
H -2.489138 0.425731 -2.532564 0.041 -0.107 0.210
C 1.164486 2.590004 -1.670430 -0.921 0.777 -0.926
C 0.214705 2.591137 -2.647188 1.587 0.201 0.893
C 0.130058 1.528729 -3.706503 -1.136 -0.187 0.269
C 1.423744 0.763929 -4.030636 0.150 0.430 -0.870
C 1.657221 -0.561916 -3.393758 -0.377 -0.759 0.551
C 1.418051 -0.857301 -2.110515 -0.803 -0.522 -0.409
C 0.901820 0.099234 -1.050060 0.011 0.122 0.215
C 1.700003 1.419653 -0.926219 0.436 -0.699 -0.323
H -0.183945 2.084789 -4.611332 0.145 -0.403 0.345
H 2.302624 1.411345 -3.864996 -0.296 -0.070 -0.101
H -0.691678 0.831892 -3.473636 0.309 0.044 -0.425
H 2.737546 1.231567 -1.207761 0.084 -0.067 -0.002
H 1.635220 3.541570 -1.406479 -0.809 -0.040 0.626
H -0.411080 3.479981 -2.783238 0.731 0.049 -0.362
H 1.758829 1.677891 0.138399 -0.177 0.248 -0.124
H -0.172797 0.338355 -1.138518 0.374 -0.056 -0.328
H 1.532074 -1.904369 -1.776368 0.097 0.589 -0.226
H 1.053069 -0.423858 -0.082099 -0.094 0.142 -0.359
H 1.383582 0.575618 -5.113724 0.185 0.108 0.246
H 1.998746 -1.361066 -4.080488 -0.119 0.447 0.629
P 3.387885 -1.150794 0.283182 2.073 -0.286 -0.201
P 1.924505 -3.516120 1.492680 1.800 -1.791 0.168
C 4.517658 -2.567232 0.715886 -0.240 0.101 0.166
C 3.832032 -3.467425 1.728568 -0.277 0.536 0.292
H 5.437298 -2.132769 1.136764 -0.121 -0.223 -0.273
H 4.789974 -3.116438 -0.200172 -0.246 0.156 0.311
H 4.225070 -4.491801 1.617620 -0.451 0.285 0.263
H 4.034859 -3.136414 2.762040 -0.072 -0.101 -0.342
C 1.853201 -4.955357 2.649820 -0.566 0.052 0.280
H 0.904659 -5.481365 2.519558 0.072 -0.097 0.153
H 1.912366 -4.589801 3.680561 -0.021 -0.164 -0.093
H 2.691855 -5.640915 2.461945 -0.391 0.170 0.058
C 2.073263 -4.571795 -0.031352 -0.537 0.268 -0.277
H 2.968046 -5.213172 0.001816 -0.359 0.263 0.087
H 2.108207 -3.951589 -0.932063 0.043 -0.154 0.021
H 1.180931 -5.206404 -0.086708 0.156 0.063 -0.139
C 4.097815 0.016451 1.519223 -0.215 0.239 -0.021
H 3.575453 0.974716 1.423036 0.242 -0.029 0.177
H 5.160321 0.143004 1.271353 -0.252 0.086 0.312
H 3.978040 -0.353012 2.545980 0.052 0.092 -0.237
C 4.448929 -0.640896 -1.157191 -0.112 0.118 -0.280
H 5.363126 -1.246365 -1.146894 -0.071 0.385 0.051
H 4.701366 0.427403 -1.105208 -0.013 -0.333 -0.154
H 3.919197 -0.859162 -2.089133 0.236 0.226 0.136
C -1.387955 4.044229 2.866183 0.235 0.400 0.525
Si -1.997516 4.291557 1.132571 -0.038 0.977 0.747
C -3.683397 5.065634 1.053894 -0.230 0.368 0.057
C -0.759054 5.023901 -0.043534 0.199 0.272 -0.107
H -2.196492 3.634620 3.491413 0.292 0.179 -0.134
H -1.065615 5.013285 3.282988 0.006 -0.364 0.188
H -0.538705 3.345991 2.889340 -0.154 0.229 0.073
H -3.608460 6.124590 1.346968 -0.263 -0.186 -0.100
H -4.058432 5.012516 0.025263 -0.009 0.123 0.149
H -4.418435 4.567484 1.705401 0.291 0.179 -0.152
H -1.256489 5.354194 -0.966193 0.145 -0.068 0.174
H -0.009759 4.266455 -0.309841 -0.202 0.273 0.078
H -0.237435 5.886455 0.390514 -0.049 -0.075 -0.122
```
Forces are in eV/Å.

Computed properties:
Molar mass, g mol⁻¹: 635.681
Expectation value of S²: 2.02
LUMO (alpha / beta), eV: -3.197 / -3.192
Spin multiplicity: 3
Total charge: +1

These are the Löwdin partial charges, in e, on atoms 1 to 6: Tm 1.21; C -0.31; C -0.33; C -0.35; C -0.32; C -0.34

Record 2
The following is a DFT calculation (the ωB97M-V functional and the def2-TZVPD basis) of the molecule C5H10O2.

The geometry in XYZ format:
```
17
Properties=species:S:1:pos:R:3:forces:R:3
O -1.899837 -0.590645 1.105361 -0.496 -0.091 -0.017
C -1.711574 0.454125 0.181009 -0.066 0.346 -0.132
C -0.560105 0.090293 -0.820882 -0.005 0.063 0.055
C 0.739742 0.923868 -0.748024 -0.013 0.085 -0.008
C 1.687379 0.055033 0.114596 0.175 -0.004 -0.027
C 0.746546 -0.987804 0.679159 0.251 -0.146 -0.103
O -0.135049 -1.222806 -0.451043 0.105 -0.022 0.250
H -1.525108 -1.359441 0.630552 -0.320 0.079 0.388
H -1.478973 1.376973 0.725279 -0.047 -0.113 -0.036
H -2.654050 0.599941 -0.360107 0.176 0.210 -0.121
H -0.957408 0.082361 -1.843617 0.134 -0.309 0.266
H 0.564064 1.918196 -0.326417 0.014 -0.146 0.020
H 1.171266 1.059965 -1.745152 -0.184 0.024 0.150
H 2.222060 0.632208 0.872830 -0.055 -0.135 -0.070
H 2.402085 -0.470230 -0.519304 0.146 0.258 -0.017
H 0.227633 -0.601457 1.570497 -0.100 -0.181 -0.498
H 1.161329 -1.960581 0.935265 0.286 0.083 -0.099
```
Forces are in eV/Å.

Computed properties:
Molar mass, g mol⁻¹: 102.133
LUMO, eV: 0.984

These are the Löwdin partial charges, in e, on atoms 1 to 6: O -0.09; C -0.19; C -0.28; C -0.12; C -0.15; C -0.18

Record 3
The following is a DFT calculation (the ωB97M-V functional and the def2-TZVPD basis) of the ion C13H18NO with charge +1 at a distorted geometry.

The geometry in XYZ format:
```
33
Properties=species:S:1:pos:R:3:forces:R:3
C -4.909768 0.645849 1.234950 1.400 -2.559 -5.031
C -3.489697 0.754383 0.603678 -2.276 4.661 11.555
C -2.825752 -0.293970 0.097774 3.067 -2.067 3.631
C -3.303730 -0.678622 -1.110432 4.348 -2.017 -8.132
O -2.530106 0.387671 -2.102440 -2.953 -2.639 -1.621
N -1.385615 -0.040006 0.078730 1.733 3.027 1.094
C -0.560499 -1.174055 0.150258 4.617 -7.584 0.638
C 0.956215 -1.056812 0.053862 4.000 4.962 0.362
C 2.111054 -0.457125 0.133811 -8.315 -4.574 -1.309
C 3.439209 -0.186359 -0.111100 2.406 2.810 2.999
C 4.372798 -1.170794 0.288716 6.895 12.176 -0.835
C 5.808358 -0.933203 0.136558 -12.319 12.027 -2.019
C 6.081853 0.499261 -0.056957 2.810 2.122 -1.243
C 5.236732 1.622823 -0.347226 -5.735 -7.110 3.192
C 3.769418 1.208953 -0.090070 3.082 -0.258 -3.512
H -4.853615 -0.137812 1.908423 -0.831 -1.471 1.459
H -5.395544 0.418455 0.271746 -1.321 -0.736 0.880
H -5.357137 1.513986 1.527589 -0.486 2.409 1.253
H -3.042611 1.203968 1.694726 0.260 -1.370 -2.763
H -3.575773 1.589629 0.165481 0.120 5.983 -4.527
H -2.966122 -1.003512 0.846393 -0.055 -2.275 1.018
H -2.916363 -1.712216 -1.412561 -0.947 1.408 0.055
H -4.277127 -0.503243 -1.297208 -3.315 0.111 -0.352
H -2.923284 0.216784 -3.073608 1.375 0.595 3.324
H -1.016926 0.543807 0.903986 -1.408 -0.664 -1.080
H -1.244259 0.601367 -0.723438 0.382 -0.674 -0.350
H -0.563461 -1.757995 1.191943 -1.134 1.691 -1.809
H -0.696041 -2.129171 -0.572948 -0.810 2.715 1.098
H 4.162097 -1.996753 0.093830 -4.007 -13.457 -1.497
H 6.478511 -1.469315 0.370391 8.928 -7.733 2.745
H 7.152814 0.949204 -0.142307 -1.349 -1.822 0.410
H 5.284758 2.641191 -0.300816 1.577 2.420 -0.384
H 2.979629 1.903633 -0.411750 0.264 -0.108 0.752
```
Forces are in eV/Å.

Computed properties:
Molar mass, g mol⁻¹: 204.293
LUMO, eV: -2.938
Total charge: +1

These are the Löwdin partial charges, in e, on atoms 1 to 6: C -0.01; C -0.24; C -0.45; C -0.03; O -0.13; N 0.08

Record 4
The following is a DFT calculation (the ωB97M-V functional and the def2-TZVPD basis) of the molecule C4H4FNO at a distorted geometry.

The geometry in XYZ format:
```
11
Properties=species:S:1:pos:R:3:forces:R:3
F -1.393639 1.020424 0.970475 -1.048 0.846 -0.108
C -0.694758 -0.116898 0.947303 -0.155 0.724 -1.610
C -0.180799 -0.673963 -0.397039 0.225 -0.737 1.446
C 0.006855 0.375388 -1.433718 -2.080 -0.648 -1.147
N 0.824438 1.304088 -1.147238 -0.006 -0.060 -0.120
O 1.423065 1.039439 0.089831 -0.942 -0.714 0.735
C 0.720658 -0.061122 0.680966 1.791 -1.138 0.756
H -0.977078 -0.810117 1.701715 -0.384 -0.467 0.403
H -0.203440 -1.775500 -0.543917 -0.186 1.109 -0.420
H -0.696460 0.390945 -2.348633 1.762 0.280 1.375
H 1.171159 -0.692683 1.480255 1.022 0.806 -1.310
```
Forces are in eV/Å.

Computed properties:
Molar mass, g mol⁻¹: 101.080
LUMO, eV: 0.772

These are the Löwdin partial charges, in e, on atoms 1 to 6: F 0.06; C -0.27; C -0.10; C -0.12; N 0.08; O -0.05

Record 5
The following is a DFT calculation (the ωB97M-V functional and the def2-TZVPD basis) of the molecule C8H6 at a distorted geometry.

The geometry in XYZ format:
```
14
Properties=species:S:1:pos:R:3:forces:R:3
C 1.022697 0.485290 2.434811 -1.304 0.375 -0.654
C 0.627977 0.090114 1.253867 0.328 -0.129 -2.745
C 0.841289 -0.653938 0.039421 -1.441 0.261 1.791
C 1.164348 -0.617143 -1.270358 1.923 -1.367 -1.579
C 0.046358 -0.279816 -2.029271 -0.585 0.870 -2.651
C -0.759485 0.398747 -1.205717 -2.144 0.947 2.597
C -1.871145 0.196014 -0.231379 -0.720 -2.457 -1.675
C -0.445702 0.042925 0.134472 1.272 1.871 2.801
H 0.555873 1.212282 3.031400 -0.941 0.801 0.388
H 1.840228 0.052326 2.865470 2.177 -1.203 0.882
H 2.098277 -0.753252 -1.750854 1.007 -0.450 0.076
H -0.225261 -0.323290 -3.093951 0.889 -0.411 0.392
H -2.546012 0.922553 0.153250 0.265 0.958 0.455
H -2.349442 -0.772811 -0.331161 -0.726 -0.066 -0.078
```
Forces are in eV/Å.

Computed properties:
Molar mass, g mol⁻¹: 102.136
LUMO, eV: 0.385

These are the Löwdin partial charges, in e, on atoms 1 to 6: C 0.06; C -0.09; C -0.03; C -0.06; C -0.06; C -0.11

Record 6
The following is a DFT calculation (the ωB97M-V functional and the def2-TZVPD basis) of a cluster of 2 separate species, C3H7ClO2S in total at a distorted geometry.

The geometry in XYZ format:
```
14
Properties=species:S:1:pos:R:3:forces:R:3
C -2.385410 -0.779751 1.029965 -0.005 2.643 -3.721
C 2.040338 0.935028 0.390152 0.656 3.593 0.242
C 2.857374 1.542473 -0.498427 1.981 -1.277 -0.504
O -1.288149 -2.214748 -1.044505 0.449 -0.310 -0.251
O 1.264441 -0.068062 0.109988 -1.025 -2.690 -0.591
S -1.624472 -0.815616 -0.846823 -0.199 -0.468 2.224
Cl -3.419964 -0.537396 -1.860359 -0.266 0.235 0.158
H -1.964343 -1.438368 1.708640 1.676 -0.919 1.055
H -3.323147 -1.183458 0.748904 -1.302 0.144 0.126
H -2.353026 0.327120 1.213539 -0.329 -1.282 0.384
H 1.715947 1.375208 1.370382 0.856 -0.211 -0.959
H 3.556809 2.317286 -0.180837 -0.598 0.030 0.144
H 3.280881 1.041863 -1.474087 -1.505 0.754 1.823
H 1.642716 -0.501579 -0.666528 -0.389 -0.242 -0.130
```
Forces are in eV/Å.

Computed properties:
Molar mass, g mol⁻¹: 142.607
LUMO, eV: 0.335

These are the Löwdin partial charges, in e, on atoms 1 to 6: C -0.18; C -0.34; C -0.02; O -0.58; O -0.03; S 0.53